Entry from the OMol25 dataset: a 2-piece molecular cluster, CH2BrF2NO2S overall in a non-equilibrium geometry (the ωB97M-V functional and the def2-TZVPD basis).

Values from the calculation:
Total energy, eV: -92963.192
HOMO-LUMO gap (spin up / spin down), eV: 9.10 / 7.06
HOMO energy (spin up / spin down), eV: -10.84 / -10.29
Spin multiplicity: 1

Geometry as XYZ:
```
10
Properties=species:S:1:pos:R:3:mulliken_charge:R:1
C 2.520 -1.055 -0.041 0.36
N 0.004 -0.147 -0.187 -0.49
O 1.736 1.156 1.205 -0.48
O 1.786 1.223 -1.205 -0.54
F 2.290 -1.819 -1.096 -0.17
F 2.564 -1.692 1.090 -0.15
S 1.552 0.497 0.002 1.00
Br 5.172 0.634 -0.007 -0.04
H -0.362 -0.497 0.645 0.24
H -0.841 0.263 -0.689 0.27
```


Entry from the OMol25 dataset: a 2-piece molecular cluster, CH2BrFO2S overall in a non-equilibrium geometry (the ωB97M-V functional and the def2-TZVPD basis).

Values from the calculation:
Total energy, eV: -88755.868
HOMO-LUMO gap (spin up / spin down), eV: 6.03 / 9.41
HOMO energy (spin up / spin down), eV: -9.14 / -10.07
Spin multiplicity: 1

Geometry as XYZ:
```
8
Properties=species:S:1:pos:R:3:mulliken_charge:R:1
C -0.003 0.224 -1.701 -0.38
O -1.123 -1.181 1.435 -0.36
O -0.333 1.120 2.114 -0.39
F -0.058 1.517 -1.744 -0.17
S -0.199 -0.128 1.414 0.72
Br 1.784 -1.035 2.187 -0.10
H 0.852 -0.164 -2.241 0.28
H -0.919 -0.353 -1.465 0.40
```


Entry from the OMol25 dataset: one molecule with the formula CH2BrN2OP in a non-equilibrium geometry (the ωB97M-V functional and the def2-TZVPD basis).

Values from the calculation:
Total energy, eV: -85427.424
HOMO-LUMO gap, eV: 8.65
HOMO energy, eV: -9.52
Spin multiplicity: 1
SMILES string: O=CN/N=P\Br

Geometry as XYZ:
```
8
Properties=species:S:1:pos:R:3:mulliken_charge:R:1
C -1.564 -0.056 -0.080 0.03
N -0.254 0.250 0.122 0.07
N 0.518 -0.847 0.071 -0.17
O -1.869 -1.222 -0.177 -0.46
P 2.063 -0.996 0.237 0.22
Br 3.133 1.017 -0.042 -0.25
H -2.272 0.706 -0.416 0.33
H 0.245 1.149 0.284 0.22
```


Entry from the OMol25 dataset: one molecule with the formula CH2BrO5P in a non-equilibrium geometry (the ωB97M-V functional and the def2-TZVPD basis).

Values from the calculation:
Total energy, eV: -90636.423
HOMO-LUMO gap, eV: 10.28
HOMO energy, eV: -10.19
Spin multiplicity: 1
SMILES string: O=C(OO)OP(O)Br

Geometry as XYZ:
```
10
Properties=species:S:1:pos:R:3:mulliken_charge:R:1
O 1.735 1.711 0.923 -0.38
C 1.133 0.895 0.387 0.54
O 1.674 -0.373 0.358 -0.08
O 1.635 -0.792 -0.975 -0.32
O -0.050 1.154 -0.232 -0.17
P -1.425 0.633 0.629 0.38
O -2.521 0.478 -0.611 -0.40
Br -1.157 -1.500 1.321 -0.22
H 1.451 -1.744 -0.940 0.33
H -2.474 -0.462 -0.860 0.32
```


Entry from the OMol25 dataset: CH2BrOP as an isolated structure in a non-equilibrium geometry (the ωB97M-V functional and the def2-TZVPD basis).

Values from the calculation:
Total energy, eV: -82444.363
HOMO-LUMO gap (spin up / spin down), eV: 8.60 / 6.00
HOMO energy (spin up / spin down), eV: -9.20 / -7.37
Spin multiplicity: 1

Geometry as XYZ:
```
6
Properties=species:S:1:pos:R:3:mulliken_charge:R:1
C -0.033 -0.959 1.467 -0.58
O -0.570 1.228 -2.673 -0.34
P 0.796 1.543 -2.291 0.27
Br 0.933 -0.151 0.197 0.06
H -0.849 -1.484 1.191 0.34
H -0.278 -0.177 2.108 0.25
```


Entry from the OMol25 dataset: a 2-piece molecular cluster, CH2BrP overall in a non-equilibrium geometry (the ωB97M-V functional and the def2-TZVPD basis).

Values from the calculation:
Total energy, eV: -80396.462
HOMO-LUMO gap (spin up / spin down), eV: 7.85 / 8.69
HOMO energy (spin up / spin down), eV: -9.13 / -8.67
Spin multiplicity: 1

Geometry as XYZ:
```
5
Properties=species:S:1:pos:R:3:mulliken_charge:R:1
C -0.002 -0.942 -0.001 -0.77
P 0.496 1.284 -1.003 0.17
Br -0.384 2.402 0.655 -0.10
H 0.309 -1.749 -0.632 0.35
H -0.420 -0.994 0.982 0.35
```


Entry from the OMol25 dataset: one molecule with the formula CH2BrPSi in a non-equilibrium geometry (the ωB97M-V functional and the def2-TZVPD basis).

Values from the calculation:
Total energy, eV: -88272.370
HOMO-LUMO gap (spin up / spin down), eV: 6.58 / 6.99
HOMO energy (spin up / spin down), eV: -8.27 / -8.79
Spin multiplicity: 1

Geometry as XYZ:
```
6
Properties=species:S:1:pos:R:3:mulliken_charge:R:1
C 1.387 -0.115 -0.569 -0.36
Si -0.042 -1.594 -0.033 0.31
P -1.276 -3.520 -0.003 -0.07
Br 3.165 -0.581 0.027 -0.08
H 1.160 0.860 0.106 0.26
H -0.579 -0.713 0.988 -0.07
```


Entry from the OMol25 dataset: one molecule with the formula CH2Cl2FNS in a non-equilibrium geometry (the ωB97M-V functional and the def2-TZVPD basis).

Values from the calculation:
Total energy, eV: -41156.184
HOMO-LUMO gap, eV: 10.06
HOMO energy, eV: -9.73
Spin multiplicity: 1
SMILES string: NSC(F)(Cl)Cl

Geometry as XYZ:
```
8
Properties=species:S:1:pos:R:3:mulliken_charge:R:1
C 0.636 -0.766 0.613 0.44
N -0.940 0.941 -0.805 -0.52
F -0.532 -1.477 0.636 -0.19
S 0.117 0.996 0.654 0.04
Cl 1.603 -1.019 2.001 -0.11
Cl 1.457 -1.431 -0.897 -0.16
H -1.768 1.482 -0.596 0.26
H -0.572 1.273 -1.606 0.24
```